# 1
DFT (ωB97M-V/def2-TZVPD) results for C21H53BIN2NbOP as an isolated structure in a non-equilibrium geometry.

ORCA input file:
```
! RIJCOSX wB97M-V def2-TZVPD def2/J DEFGRID3
* xyz -1 1
C 6.1999 -3.9176 0.7977
C 5.1642 -4.4818 0.1033
C 4.7885 -4.1308 -1.2600
Nb 3.0736 -2.6168 -1.2623
C 2.8080 -2.7077 -3.5494
C 3.9810 -1.9827 -4.2205
C 4.4842 -2.6789 -5.5068
I 3.4233 0.0577 -4.6681
B 2.9678 -2.2011 1.0631
C 3.1177 -0.7092 1.5888
O 2.7677 -3.1820 2.0458
P 1.2205 -4.3199 -0.8984
C 0.9733 -5.4952 -2.3018
C -0.4350 -3.6015 -0.5547
H 6.0742 -3.4562 1.7702
H 7.1912 -3.9295 0.3536
H 4.5770 -5.2789 0.5619
H 5.6329 -3.6560 -1.7882
H 4.4879 -5.0124 -1.8522
H 1.7223 -1.3675 -1.2881
H 4.2437 -1.2114 -1.4253
H 1.8612 -2.2526 -3.8351
H 2.8639 -3.7583 -3.8563
H 4.8222 -1.8752 -3.5353
H 4.5131 -1.9802 -6.3416
H 3.8458 -3.5211 -5.7656
H 5.5189 -2.9988 -5.3626
H 4.1382 -0.3332 1.4776
H 2.4559 -0.0536 1.0162
H 2.8306 -0.6363 2.6481
H 1.8468 -3.1804 2.3321
H 1.8859 -5.5824 -2.8897
H 0.1391 -5.2005 -2.9420
H 0.7511 -6.4887 -1.9037
H -0.4037 -3.0785 0.4016
H -1.2242 -4.3570 -0.4834
H -0.7357 -2.8806 -1.3166
C -2.9583 1.9986 4.6802
C -2.4618 1.3519 3.3951
N -1.0399 1.5334 3.1831
C -0.6072 1.2017 1.8352
C -0.7535 -0.2481 1.3669
C -0.1766 1.0701 4.2557
C -0.2806 -0.3998 4.6830
H -2.6601 3.0474 4.7230
H -4.0482 1.9538 4.7185
H -2.5788 1.4931 5.5690
H -2.9802 1.8178 2.5517
H -2.7627 0.2911 3.3933
H 0.4359 1.5060 1.7191
H -1.1702 1.8391 1.1432
H -0.0143 -0.8995 1.8327
H -0.5853 -0.3040 0.2898
H -1.7501 -0.6480 1.5659
H -0.3688 1.6913 5.1356
H 0.8560 1.2920 3.9774
H -1.3171 -0.7127 4.8220
H 0.2341 -0.5394 5.6360
H 0.1871 -1.0709 3.9646
C -2.6129 5.4852 0.7964
C -3.8365 5.4314 -0.1073
N -3.5395 4.9247 -1.4346
C -4.6031 5.1470 -2.3937
C -5.9524 4.4561 -2.1558
C -2.9042 3.6168 -1.4726
C -3.6256 2.4505 -0.7884
H -1.8021 6.0326 0.3143
H -2.8640 5.9992 1.7254
H -2.2494 4.4919 1.0626
H -4.2262 6.4470 -0.2242
H -4.6261 4.8545 0.4026
H -4.2325 4.8717 -3.3848
H -4.7776 6.2275 -2.4395
H -5.9050 3.3867 -2.3569
H -6.7020 4.8769 -2.8297
H -6.3104 4.6006 -1.1357
H -1.9143 3.7108 -1.0199
H -2.7056 3.3614 -2.5159
H -3.9762 2.7168 0.2104
H -2.9315 1.6146 -0.6795
H -4.4750 2.0884 -1.3665
*
```

The frontier orbital gap is 6.1 eV. The value obtained for the HOMO energy is -3.77 eV. The energy above the lowest of the compared OMol25 structures with the same formula, charge and spin is 0.572 eV.

# 2
DFT (ωB97M-V/def2-TZVPD) results for a 14-piece molecular cluster, C21H53BrN15O26 overall in a non-equilibrium geometry.

ORCA input file:
```
! RIJCOSX wB97M-V def2-TZVPD def2/J DEFGRID3
* xyz 1 1
C 0.4379 1.6602 -3.3338
C -0.5076 2.6312 -4.0612
C -2.0006 2.3502 -3.7558
C -2.8635 3.6039 -3.8077
C -3.9743 3.6023 -2.7938
N -4.9602 2.5172 -3.0323
C -4.9418 1.5457 -3.9395
N -6.0584 0.8616 -3.8300
C -6.8148 1.3644 -2.7881
C -6.1119 2.3931 -2.2977
Br -6.6450 3.4466 -0.8696
H -0.1281 1.0132 -2.6800
H 0.9139 1.0164 -4.0629
H 1.1868 2.2291 -2.8175
H -0.2228 3.6602 -3.8805
H -0.4199 2.4794 -5.1306
H -2.0984 1.8455 -2.7993
H -2.3034 1.6688 -4.5451
H -2.2114 4.4279 -3.5481
H -3.2201 3.8397 -4.8035
H -4.5351 4.5223 -2.9084
H -3.5957 3.6162 -1.7805
H -4.1568 1.3744 -4.6421
H -6.3701 0.0909 -4.3962
H -7.7649 1.0198 -2.4505
C 1.7694 3.7520 1.3177
N 1.6917 3.0006 0.0192
O 2.5187 2.1403 -0.1855
O 0.8085 3.2969 -0.7778
H 2.6044 3.3608 1.8874
H 1.9154 4.7982 1.0773
H 0.8370 3.6055 1.8454
C -5.7717 -1.5472 -0.8222
N -4.9013 -2.5086 -0.0869
O -5.2209 -3.6699 -0.0747
O -3.9115 -2.0510 0.4738
H -6.6004 -2.0986 -1.2511
H -6.1143 -0.8229 -0.1006
H -5.1738 -1.0787 -1.5947
C -1.2378 -3.4445 1.5329
N -0.4673 -2.7051 2.5748
O 0.0546 -3.3273 3.4826
O -0.4200 -1.4970 2.4512
H -1.2109 -4.5037 1.7589
H -2.2497 -3.0598 1.5624
H -0.7748 -3.2381 0.5730
C -1.8947 6.6719 1.6006
N -0.4706 6.8964 1.8989
O 0.1607 5.9334 2.3008
O -0.0224 8.0056 1.7243
H -2.1048 5.6449 1.8138
H -2.4812 7.3291 2.2375
H -2.0552 6.9068 0.5512
C 3.1272 -2.7935 4.1060
N 4.4384 -2.4556 4.7428
O 5.2625 -3.3367 4.9175
O 4.6056 -1.2932 5.0437
H 3.0977 -3.8515 3.8771
H 2.3498 -2.5281 4.8145
H 3.0494 -2.1959 3.2015
C 7.3308 -5.7233 3.5428
N 7.0083 -6.1480 2.1639
O 7.6060 -5.6267 1.2513
O 6.1384 -6.9883 2.0313
H 8.1083 -4.9706 3.5006
H 6.4147 -5.3151 3.9593
H 7.6605 -6.5980 4.0944
C 6.2786 0.7625 2.8086
N 7.6941 0.4095 2.5145
O 8.5567 1.1824 2.8655
O 7.8826 -0.6426 1.9367
H 6.2577 1.7160 3.3217
H 5.7537 0.8174 1.8595
H 5.8701 -0.0243 3.4348
C -2.7711 2.9545 4.4445
N -3.6696 3.6851 3.5103
O -4.8316 3.8215 3.8188
O -3.1675 4.1039 2.4923
H -3.3507 2.6425 5.3046
H -2.3757 2.1020 3.9042
H -1.9764 3.6377 4.7310
C -3.7548 -2.0381 -5.4546
N -3.9296 -1.8010 -3.9932
O -3.2850 -0.8729 -3.4915
O -4.7123 -2.5402 -3.4403
H -3.0357 -1.3227 -5.8349
H -3.3963 -3.0527 -5.5920
H -4.7277 -1.8995 -5.9205
C 6.2625 -4.4763 -1.0375
N 5.2739 -3.7326 -1.8496
O 4.1329 -3.6883 -1.4268
O 5.6584 -3.2166 -2.8721
H 5.7541 -4.8665 -0.1679
H 6.6621 -5.2800 -1.6476
H 7.0438 -3.7785 -0.7539
C 4.8077 -9.3558 0.4217
N 4.4708 -9.7523 -0.9739
O 5.0776 -9.2131 -1.8757
O 3.6053 -10.5901 -1.1132
H 5.5872 -8.6076 0.3907
H 3.9046 -8.9586 0.8739
H 5.1424 -10.2477 0.9424
C 0.6670 -2.2156 -3.5819
N 0.1018 -2.4710 -4.9268
O 0.6810 -2.0291 -5.8886
O -0.9231 -3.1252 -4.9668
H 1.5690 -1.6311 -3.6929
H -0.0869 -1.6789 -3.0138
H 0.8807 -3.1808 -3.1348
C -4.5167 9.4549 5.2670
N -4.5362 8.6504 4.0144
O -3.6800 7.7964 3.8714
O -5.4068 8.8974 3.2116
H -3.6877 9.1196 5.8774
H -4.3989 10.4955 4.9816
H -5.4654 9.2951 5.7695
*
```

The frontier orbital gap is 8.8 eV. The value obtained for the HOMO energy is -11.99 eV.

# 3
DFT (ωB97M-V/def2-TZVPD) results for C21H53Cl2HfN3Na2O11S as an isolated structure in a non-equilibrium geometry.

ORCA input file:
```
! RIJCOSX wB97M-V def2-TZVPD def2/J DEFGRID3
* xyz 4 1
Hf -5.9476 -0.0819 0.2755
Na 1.5712 -4.5801 -6.0404
Na 4.4105 0.5752 -2.7133
S -1.4600 -1.6984 -1.7762
O -2.4855 -0.6913 -2.1497
O -2.2236 -2.0669 -0.6087
O -1.3686 -2.7300 -2.7491
O -0.2389 -0.9430 -1.4992
Cl 0.4052 -9.0007 0.1699
C 0.4860 -7.9509 1.6965
C 1.9733 -7.9877 2.0662
Cl 2.3802 -9.5589 2.8006
H -0.1458 -8.3291 2.5001
H 0.0815 -6.9560 1.5103
H 2.2156 -7.2134 2.7942
H 2.6678 -7.7023 1.2761
C 0.1783 1.4441 -7.6559
O 1.4547 1.8866 -8.0772
H -0.0459 0.4709 -8.0925
H 0.2496 1.3266 -6.5746
H -0.6178 2.1317 -7.9416
H 2.0000 1.0979 -8.0286
C -3.7057 4.2297 -1.1061
O -3.2159 3.6932 0.1537
C -2.0796 4.3546 0.6952
C -1.6493 3.8438 2.0563
N -1.8489 2.3937 2.1382
C -1.6375 1.8753 3.4814
C -0.2198 1.3257 3.8716
O 0.7833 2.4450 3.7868
C 0.8172 3.3364 4.9320
H -3.8442 5.3096 -1.1585
H -4.5523 3.8119 -1.6510
H -2.8966 4.0716 -1.8192
H -2.2179 5.4324 0.7818
H -1.2636 3.9936 0.0692
H -2.2872 4.4616 2.6885
H -0.6501 4.1122 2.3994
H -0.9979 2.0230 1.7401
H -2.4368 1.2002 3.7872
H -1.7621 2.6956 4.1883
H 0.0705 0.5338 3.1811
H -0.0689 0.9153 4.8700
H -0.1017 3.9091 5.0581
H 1.6237 4.0531 4.7774
H 1.1173 2.6607 5.7329
C 6.9748 3.0956 0.3247
O 6.2124 3.4998 -0.8200
C 5.9687 4.8531 -0.8284
C 5.1610 5.2797 -2.0986
N 5.9900 5.0195 -3.3033
C 5.5710 5.8014 -4.5000
C 6.6290 5.4500 -5.6743
O 7.9824 5.4624 -5.2339
C 8.4689 6.7544 -4.9923
H 8.0015 3.4616 0.3314
H 6.9338 2.0065 0.3356
H 6.4767 3.4761 1.2164
H 6.8658 5.4705 -0.8751
H 5.3989 5.2554 0.0092
H 4.8885 6.3110 -1.8744
H 4.2368 4.7088 -2.1888
H 6.9900 5.0382 -3.1627
H 5.7170 6.8428 -4.2134
H 4.5400 5.6219 -4.8051
H 6.5282 6.0492 -6.5792
H 6.4998 4.4570 -6.1049
H 9.4267 6.5826 -4.5013
H 7.9569 7.4706 -4.3497
H 8.5899 7.2563 -5.9523
C -3.4471 -6.9110 5.5150
O -4.6369 -6.4333 4.9412
C -4.7857 -5.0712 4.9017
C -6.1635 -4.6837 4.3365
N -6.0864 -4.4721 2.8937
C -5.9197 -5.8520 2.2473
C -6.2758 -5.8203 0.7629
O -6.0802 -4.6548 0.0552
C -6.2445 -4.8828 -1.3459
H -2.5499 -6.4801 5.0708
H -3.3101 -7.9632 5.2654
H -3.4486 -6.8910 6.6049
H -3.9783 -4.7596 4.2390
H -4.4996 -4.6416 5.8617
H -6.5114 -3.7498 4.7780
H -6.9592 -5.4020 4.5341
H -7.0774 -4.3693 2.7281
H -6.3546 -6.6527 2.8455
H -4.8502 -6.0465 2.1671
H -7.2445 -6.2242 0.4687
H -5.5862 -6.5029 0.2663
H -5.4208 -5.5086 -1.6893
H -5.9875 -3.9123 -1.7705
H -7.1070 -5.4630 -1.6737
*
```

The frontier orbital gap is 1.2 eV. The value obtained for the HOMO energy is -15.56 eV.

# 4
DFT (ωB97M-V/def2-TZVPD) results for a 8-piece molecular cluster, C21H54O11 overall in a non-equilibrium geometry.

ORCA input file:
```
! RIJCOSX wB97M-V def2-TZVPD def2/J DEFGRID3
* xyz 0 1
C 0.8163 1.0155 2.9138
O 1.1366 1.6836 1.6652
C 0.1298 2.6618 1.3341
O -0.4998 2.4165 0.2668
C -0.0752 3.9468 2.2405
C -1.4894 4.0522 2.9862
C -2.6466 3.1224 2.3983
O -3.9177 3.7138 2.8823
C -4.9290 2.7180 2.9772
C -5.0850 1.4674 2.0023
O -5.7508 2.8163 3.9302
H 1.5948 0.1844 3.0654
H -0.1992 0.4890 2.8846
H 0.9342 1.7211 3.8078
H 0.0806 4.9324 1.6398
H 0.7423 3.9759 3.0560
H -1.8453 5.1423 2.8565
H -1.4261 3.8666 4.1113
H -2.5876 2.0860 2.8755
H -2.7263 3.1115 1.2619
H -5.5674 1.7226 0.9923
H -5.7806 0.6840 2.4829
H -4.1005 0.9116 1.7924
C 2.7482 -0.1946 -0.7733
C 1.6465 -0.7325 -1.6624
O 0.4525 -0.9103 -0.9085
H 2.9398 -0.8792 0.0576
H 3.6736 -0.0570 -1.3378
H 2.4571 0.7639 -0.3354
H 1.9305 -1.7009 -2.0811
H 1.4409 -0.0453 -2.4897
H 0.2030 -0.0460 -0.5486
C -1.8383 -4.3140 -2.6161
C -1.7901 -4.4046 -1.1037
O -0.6228 -3.7611 -0.6081
H -0.9524 -4.7785 -3.0568
H -2.7281 -4.8099 -3.0090
H -1.8453 -3.2688 -2.9407
H -1.7612 -5.4489 -0.7844
H -2.6701 -3.9302 -0.6557
H -0.6591 -2.8332 -0.8871
C -5.9354 -7.0839 -3.9123
C -5.0401 -5.8608 -3.9359
O -3.7017 -6.2361 -4.2415
H -5.5808 -7.8043 -3.1708
H -6.9655 -6.8094 -3.6729
H -5.9230 -7.5912 -4.8814
H -5.0384 -5.3698 -2.9603
H -5.3832 -5.1400 -4.6849
H -3.7092 -6.6615 -5.1088
C 3.4851 0.6558 -5.3226
C 4.9194 0.5532 -4.8435
O 4.9610 0.0054 -3.5303
H 2.8991 1.2840 -4.6467
H 3.4387 1.0805 -6.3281
H 3.0097 -0.3296 -5.3349
H 5.3833 1.5410 -4.8118
H 5.5092 -0.0843 -5.5098
H 4.5569 -0.8719 -3.5675
C -2.0198 8.2237 -0.0194
C -1.9401 7.1547 1.0518
O -0.5807 6.9029 1.3962
H -1.4694 7.9143 -0.9115
H -3.0577 8.4221 -0.2965
H -1.5648 9.1554 0.3292
H -2.3759 6.2200 0.6920
H -2.4800 7.4633 1.9527
H -0.2049 7.7313 1.7219
C 1.1953 -3.3876 5.1583
C 0.3995 -2.1716 5.5893
O -0.0503 -1.4482 4.4489
H 2.0556 -3.0884 4.5541
H 1.5514 -3.9488 6.0254
H 0.5846 -4.0497 4.5377
H 1.0189 -1.5027 6.1904
H -0.4704 -2.4652 6.1853
H -0.6048 -2.0429 3.9264
C 6.3607 -1.6060 0.0675
C 6.7224 -0.1541 -0.1721
O 7.5976 -0.0484 -1.2866
H 7.2599 -2.1999 0.2511
H 5.6910 -1.7049 0.9255
H 5.8705 -2.0330 -0.8125
H 7.2306 0.2623 0.7002
H 5.8279 0.4453 -0.3692
H 7.1351 -0.4113 -2.0547
*
```

The frontier orbital gap is 10.0 eV. The value obtained for the HOMO energy is -9.55 eV. As for the SMILES: COC(=O)CCCOC(C)=O.CCO.CCO.CCO.CCO.CCO.CCO.CCO. The energy above the lowest of the compared OMol25 structures with the same formula, charge and spin is 1.975 eV.

# 5
DFT (ωB97M-V/def2-TZVPD) results for a 3-piece molecular cluster, C21H55ClF3N6O4P3S overall in a non-equilibrium geometry.

ORCA input file:
```
! RIJCOSX wB97M-V def2-TZVPD def2/J DEFGRID3
* xyz 0 1
C -2.8159 -7.0595 -3.8544
C -2.7433 -5.9416 -4.9112
C -1.3954 -5.2369 -4.7961
C -1.2504 -3.8873 -5.5529
C -2.2280 -3.7168 -6.7199
P -1.0449 -2.3913 -4.4138
C -2.7210 -1.6583 -4.5396
C -3.8837 -2.4987 -3.9682
C -3.5509 -3.2463 -2.6900
Cl -4.9904 -4.1489 -2.1587
S -0.4734 -0.5719 -3.0560
O -1.1630 -0.6239 -1.7782
O -0.5398 0.6790 -3.7898
C 1.3440 -0.7758 -2.6409
F 2.0966 -0.5121 -3.6974
F 1.5401 -2.0542 -2.2849
F 1.7226 -0.0131 -1.6325
H -1.8610 -7.5724 -3.7422
H -3.6397 -7.7441 -4.0374
H -3.0026 -6.5793 -2.8896
H -2.8863 -6.4118 -5.8844
H -3.5981 -5.2945 -4.7104
H -0.6545 -5.9319 -5.1965
H -1.1526 -5.1317 -3.7329
H -0.2748 -3.9790 -6.0405
H -1.9484 -4.4041 -7.5184
H -2.1151 -2.7147 -7.1405
H -3.2697 -3.8823 -6.4649
H -0.6778 -3.1829 -3.3103
H -0.0433 -1.8950 -5.2723
H -2.9364 -1.2627 -5.5284
H -2.7151 -0.7682 -3.9074
H -4.6341 -1.7594 -3.6824
H -4.3628 -3.1274 -4.7146
H -3.3081 -2.5401 -1.8976
H -2.7079 -3.9267 -2.7810
C -3.5190 0.9910 3.6036
N -2.8297 0.0246 4.4345
C -3.7131 -0.5731 5.4236
P -1.6617 -1.0716 3.8203
O -2.4773 -2.1245 3.1490
N -0.7247 -0.5276 2.4817
C -0.7026 0.8311 1.9897
C -0.5677 -1.4556 1.3665
N -0.4809 -0.6220 4.9310
C -0.5096 0.5123 5.8355
C 0.8287 -1.2475 4.7943
H -3.9158 1.7855 4.2425
H -4.3499 0.5559 3.0314
H -2.8473 1.4875 2.9103
H -3.1333 -0.9582 6.2690
H -4.3009 -1.4018 5.0105
H -4.4001 0.1766 5.8182
H -1.5724 1.0628 1.3612
H 0.1902 0.9878 1.3769
H -0.6433 1.5686 2.7946
H -1.4303 -1.4359 0.6926
H -0.4359 -2.4785 1.7121
H 0.3207 -1.1858 0.7890
H -0.4713 1.4636 5.2974
H 0.3548 0.4657 6.5007
H -1.3860 0.5134 6.4794
H 1.5244 -0.5904 4.2620
H 0.7578 -2.1831 4.2402
H 1.2500 -1.4883 5.7731
C 4.3482 6.2428 -0.1521
N 4.6161 4.8512 0.1494
C 5.7454 4.3368 -0.6100
P 4.5140 4.1988 1.7320
O 5.7702 4.6565 2.3920
N 3.3525 4.9180 2.7918
C 2.3384 5.8585 2.3730
C 3.8153 5.2253 4.1397
N 3.4655 2.9665 1.2886
C 2.7580 2.8151 0.0293
C 2.9719 2.0985 2.3495
H 4.1230 6.3348 -1.2186
H 5.1903 6.9074 0.0852
H 3.4650 6.6102 0.3607
H 5.6818 3.2469 -0.6958
H 6.7074 4.5847 -0.1454
H 5.7345 4.7414 -1.6228
H 2.7353 6.8760 2.2555
H 1.5418 5.9035 3.1217
H 1.8582 5.5548 1.4404
H 4.3665 6.1728 4.1899
H 4.4690 4.4442 4.5182
H 2.9542 5.2913 4.8108
H 2.0107 3.5988 -0.1212
H 2.2396 1.8557 0.0100
H 3.4290 2.8073 -0.8265
H 1.9722 2.4082 2.6709
H 3.6311 2.1174 3.2174
H 2.9264 1.0596 2.0118
*
```

The frontier orbital gap is 8.4 eV. The value obtained for the HOMO energy is -8.12 eV. As for the SMILES: CCC[C@@H](C)[PH2](CCCCl)S(=O)(=O)C(F)(F)F.CN(C)P(=O)(N(C)C)N(C)C.CN(C)P(=O)(N(C)C)N(C)C.

Calculated total energy for every record listed, in sequence, given in eV: -47274.12124; -168222.91048; -95589.82313; -45171.26132; -99173.63515.